Record 1
C9H14 | ωB97M-V/def2-TZVPD

Calculated values
energy above the lowest of the compared OMol25 structures with the same formula, charge and spin: 66.74 kcal/mol
SMILES: Cc1ccccc1.CC
E_LUMO: 0.898 eV
highest occupied orbital energy: -8.555 eV
orbital gap: 9.45 eV

Cartesian coordinates (Å):
C -1.08946 -0.60457 0.96283
C 0.13636 0.09335 1.01550
C 0.21096 1.33048 1.70489
C 1.29177 2.07638 1.72107
C 2.48218 1.67574 0.95438
C 2.50866 0.34218 0.50854
C 1.36355 -0.40503 0.57976
H -1.62397 -0.45124 -0.05030
H -1.78002 -0.43107 1.89575
H -1.10952 -1.78037 0.83432
H -0.53255 1.28057 2.58129
H 1.43042 2.91043 2.29397
H 3.25131 2.35565 0.57384
H 3.42526 -0.02695 0.05178
H 1.21503 -1.36770 0.17625
C -1.98699 -1.33226 -2.61873
C -3.09041 -1.97064 -3.29634
H -1.17827 -2.01987 -2.15511
H -1.41430 -0.53872 -3.12941
H -2.27891 -0.67079 -1.79110
H -3.68382 -1.06908 -3.81269
H -3.90568 -2.52900 -2.80301
H -2.77467 -2.89558 -3.85700

Record 2
C9H14 | ωB97M-V/def2-TZVPD

Calculated values
energy above the lowest of the compared OMol25 structures with the same formula, charge and spin: 99.34 kcal/mol
SMILES: C=C1[C@@H](C)[C@@H]1C=C(C)C
E_LUMO: 1.004 eV
highest occupied orbital energy: -7.258 eV
orbital gap: 8.26 eV

Cartesian coordinates (Å):
C -1.99848 0.44315 1.49433
C -1.19144 -0.19347 0.68587
C -0.92044 -1.21428 -0.36982
C -2.11278 -2.06122 -0.79834
C -0.75851 0.10587 -1.04680
C 0.36788 0.97151 -0.92163
C 1.44810 0.79196 -0.10243
C 2.15103 -0.50600 0.17326
C 2.15507 1.99536 0.45042
H -1.97295 0.27013 2.56384
H -2.63650 1.26587 1.18686
H -0.04818 -1.83183 -0.18384
H -2.98241 -1.44300 -1.00299
H -2.37814 -2.75944 -0.00850
H -1.86442 -2.62670 -1.70106
H -1.54660 0.40965 -1.72605
H 0.16968 1.99032 -1.24321
H 2.08789 -0.76708 1.23114
H 3.21058 -0.39590 -0.07658
H 1.78098 -1.33852 -0.41848
H 1.66240 2.92398 0.17111
H 3.19349 2.03460 0.10459
H 2.18377 1.93506 1.53833

Record 3
C9H14 | ωB97M-V/def2-TZVPD

Calculated values
energy above the lowest of the compared OMol25 structures with the same formula, charge and spin: 12.70 kcal/mol
SMILES: Cc1ccccc1.CC
E_LUMO: 1.048 eV
highest occupied orbital energy: -9.039 eV
orbital gap: 10.09 eV

Cartesian coordinates (Å):
C -1.45371 -0.64876 -1.72888
C 0.01381 -0.53437 -1.45436
C 0.53888 -1.24769 -0.33205
C 1.88550 -1.21719 -0.01854
C 2.74927 -0.36815 -0.73128
C 2.24915 0.38848 -1.76003
C 0.90617 0.22765 -2.15749
H -1.69630 -0.30373 -2.73245
H -1.99431 0.02111 -1.06032
H -1.80101 -1.65773 -1.52884
H -0.15768 -1.81861 0.26928
H 2.12374 -1.75835 0.88635
H 3.77263 -0.38970 -0.38896
H 2.90009 1.04363 -2.31716
H 0.66943 0.64384 -3.13220
C -1.67576 0.36143 1.86585
C -0.99936 1.48366 2.66350
H -1.58750 -0.60289 2.36509
H -2.73619 0.59495 1.81874
H -1.19371 0.23174 0.90159
H -0.39722 1.20634 3.52540
H -1.76372 2.20232 2.97464
H -0.35220 2.14200 2.07211

Record 4
C9H14 | ωB97M-V/def2-TZVPD

Calculated values
energy above the lowest of the compared OMol25 structures with the same formula, charge and spin: 48.69 kcal/mol
SMILES: Cc1ccccc1.CC
E_LUMO: 0.980 eV
highest occupied orbital energy: -8.960 eV
orbital gap: 9.94 eV

Cartesian coordinates (Å):
C -2.48844 0.15758 -1.53622
C -1.17794 0.82312 -1.09318
C 0.00699 0.06210 -1.12039
C 1.23989 0.76077 -0.89515
C 1.26918 2.09052 -0.69647
C 0.05653 2.84556 -0.75582
C -1.16690 2.21418 -0.85424
H -2.81929 -0.79036 -0.95815
H -2.42432 -0.22308 -2.57675
H -3.39777 0.79341 -1.36773
H 0.09178 -1.00271 -1.28212
H 2.21525 0.18089 -0.95003
H 2.27448 2.67838 -0.36837
H -0.10724 3.97826 -0.75371
H -2.07617 2.58364 -1.05183
C 0.73995 -2.81121 1.71175
C 1.42804 -1.62000 2.39164
H 1.51407 -3.37305 1.28081
H 0.14304 -3.15811 2.48989
H -0.03168 -2.61489 0.83985
H 0.58870 -0.77135 2.61291
H 2.10726 -1.83931 3.23168
H 2.01459 -0.96434 1.70162

Please write out number 1 again, unchanged.
C9H14 | ωB97M-V/def2-TZVPD

Calculated values
energy above the lowest of the compared OMol25 structures with the same formula, charge and spin: 66.74 kcal/mol
SMILES: Cc1ccccc1.CC
E_LUMO: 0.898 eV
highest occupied orbital energy: -8.555 eV
orbital gap: 9.45 eV

Cartesian coordinates (Å):
C -1.08946 -0.60457 0.96283
C 0.13636 0.09335 1.01550
C 0.21096 1.33048 1.70489
C 1.29177 2.07638 1.72107
C 2.48218 1.67574 0.95438
C 2.50866 0.34218 0.50854
C 1.36355 -0.40503 0.57976
H -1.62397 -0.45124 -0.05030
H -1.78002 -0.43107 1.89575
H -1.10952 -1.78037 0.83432
H -0.53255 1.28057 2.58129
H 1.43042 2.91043 2.29397
H 3.25131 2.35565 0.57384
H 3.42526 -0.02695 0.05178
H 1.21503 -1.36770 0.17625
C -1.98699 -1.33226 -2.61873
C -3.09041 -1.97064 -3.29634
H -1.17827 -2.01987 -2.15511
H -1.41430 -0.53872 -3.12941
H -2.27891 -0.67079 -1.79110
H -3.68382 -1.06908 -3.81269
H -3.90568 -2.52900 -2.80301
H -2.77467 -2.89558 -3.85700

Look up the E_LUMO of the first one.
0.898 eV